# 1
C31H49Al2Br2Cl5FGaNO13S2 | ωB97M-V/def2-TZVPD

```
! RIJCOSX wB97M-V def2-TZVPD def2/J DEFGRID3
* xyz 1 1
C 3.97 2.98 3.89
C 5.18 2.22 3.43
O 6.12 2.02 4.14
O 5.22 1.74 2.11
C 5.43 2.76 1.20
C 5.93 2.24 -0.13
C 4.79 1.54 -0.90
C 4.79 -0.01 -0.82
C 3.63 -0.45 0.08
C 3.57 -1.93 0.40
Ga 1.91 -2.21 1.63
C 1.65 -0.54 2.76
C 2.39 -0.54 4.06
N 1.99 0.22 4.99
S 0.18 -2.32 0.08
C -0.92 -1.00 0.73
C -2.02 -0.69 -0.24
O -2.75 -1.55 -0.66
O -2.13 0.59 -0.70
C -2.06 1.59 0.30
C -3.40 1.82 0.99
C -3.79 0.78 2.06
O -3.47 3.15 1.58
C -2.41 3.43 2.36
O -2.30 3.02 3.49
C -1.24 4.28 1.78
S 0.26 3.71 2.45
H 3.55 2.44 4.73
H 4.26 3.96 4.25
H 3.19 3.06 3.13
H 6.21 3.43 1.62
H 4.47 3.33 1.03
H 6.27 3.09 -0.73
H 6.77 1.58 0.02
H 3.86 1.88 -0.44
H 4.75 1.85 -1.94
H 4.75 -0.45 -1.81
H 5.71 -0.33 -0.33
H 3.77 0.08 1.02
H 2.70 -0.08 -0.37
H 3.33 -2.44 -0.54
H 4.45 -2.33 0.90
H 2.02 -3.53 2.53
H 0.60 -0.48 3.01
H 1.85 0.34 2.15
H 3.27 -1.16 4.25
H 2.58 0.11 5.82
H -1.37 -1.38 1.64
H -0.29 -0.15 0.94
H -1.24 1.44 1.00
H -1.83 2.52 -0.21
H -4.16 1.78 0.23
H -4.72 0.32 1.78
H -3.96 1.24 3.02
H -3.05 0.00 2.21
H -1.35 5.51 2.22
H -1.21 4.29 0.70
H 0.03 3.96 3.77
Al 4.98 5.26 1.25
C -1.78 -5.67 1.41
Cl -3.22 -6.75 1.31
Cl -2.30 -4.09 0.87
Cl -1.17 -5.57 3.05
Cl -0.52 -6.29 0.34
C 0.36 1.18 -5.30
C 0.99 2.41 -5.36
C 0.90 3.29 -4.29
C 0.20 2.93 -3.15
C -0.42 1.68 -3.09
C -0.34 0.82 -4.17
H 0.43 0.48 -6.13
H 1.55 2.69 -6.25
H 1.38 4.26 -4.34
H 0.14 3.61 -2.31
H -0.96 1.37 -2.21
H -0.83 -0.15 -4.12
Br -2.06 6.11 3.48
C 2.67 -2.12 -6.56
O 2.72 -3.36 -6.73
O 1.70 -1.48 -7.31
O 3.36 -1.44 -5.80
H 1.37 -2.29 -7.75
Cl 1.24 5.15 0.59
C -0.93 -7.84 -3.60
C -0.13 -8.93 -2.94
O 1.19 -8.41 -2.97
C 1.08 -7.05 -2.95
O 1.97 -6.31 -2.71
O -0.18 -6.67 -3.23
F -0.17 -10.08 -3.64
H -0.93 -7.93 -4.69
H -1.95 -7.78 -3.24
H -0.41 -9.14 -1.90
Al 3.35 -4.35 -0.40
C -7.48 3.69 0.94
C -7.69 2.18 0.93
C -9.15 1.83 1.17
O -6.87 1.58 1.93
H -7.75 4.11 1.92
H -6.43 3.93 0.78
H -8.07 4.18 0.17
H -7.36 1.78 -0.03
H -9.47 2.19 2.15
H -9.28 0.75 1.17
H -9.79 2.26 0.41
H -7.14 1.92 2.79
Br -2.85 -8.54 3.26
*
```

## Properties
Largest force on an atom ... 3.26 eV/A
DFT total energy ... -353683.780 eV
Relative energy (zero: lowest compared OMol25 entry of this formula, charge and spin) ... 0.00 kcal/mol



# 2
C2H6ClOS | ωB97M-V/def2-TZVPD

```
! RIJCOSX wB97M-V def2-TZVPD def2/J DEFGRID3
* xyz -1 1
Cl 21.40 34.52 29.20
C 20.96 33.60 25.24
S 20.66 35.37 25.09
O 20.00 35.50 23.74
C 19.27 35.37 26.21
H 21.26 33.36 26.27
H 21.69 33.13 24.58
H 20.01 33.11 25.01
H 19.53 35.20 27.26
H 18.56 34.62 25.85
H 18.65 36.27 26.21
*
```

## Properties
Largest force on an atom ... 1.30 eV/A
DFT total energy ... -27577.878 eV
Relative energy (zero: lowest compared OMol25 entry of this formula, charge and spin) ... 4.71 kcal/mol



# 3
CHEuLiO3 | ωB97M-V/def2-TZVPD

```
! RIJCOSX wB97M-V def2-TZVPD def2/J DEFGRID3
* xyz 1 9
O -0.92 0.13 1.33
C 0.25 -0.14 1.07
H 0.91 -0.66 1.67
O 0.03 0.00 -1.00
O 0.78 -0.20 -0.08
Eu -2.11 0.66 -0.53
Li 1.05 0.21 -2.46
*
```

## Properties
⟨S²⟩ ... 20.008
Largest force on an atom ... 12.30 eV/A
DFT total energy ... -26719.237 eV



# 4
C25H24IN2O6Ru | ωB97M-V/def2-TZVPD

```
! RIJCOSX wB97M-V def2-TZVPD def2/J DEFGRID3
* xyz 0 6
Ru 1.42 -1.15 0.43
O -0.22 5.51 -1.16
C 0.96 5.14 -0.98
O 2.04 5.64 -1.34
C 1.08 3.71 -0.41
C -0.06 3.05 0.03
C 0.03 1.75 0.47
N 1.19 1.07 0.45
C 2.31 1.71 0.06
C 2.29 3.03 -0.35
C 3.54 0.85 0.05
O 4.65 1.33 0.05
O 3.30 -0.46 0.03
H -1.00 3.58 0.01
H -0.83 1.21 0.84
H 3.20 3.52 -0.66
C -1.90 -1.37 1.74
C -2.76 -1.47 0.49
C -2.80 -2.91 -0.04
C -2.41 -0.49 -0.61
C -3.27 0.52 -0.94
C -2.99 1.40 -2.00
C -1.87 1.22 -2.82
C -0.97 0.22 -2.57
C 0.14 -0.06 -3.56
C 1.55 0.20 -3.03
C 0.01 -1.47 -4.14
C -1.16 -0.59 -1.37
O -0.25 -1.38 -0.98
H -2.26 -2.07 2.50
H -1.92 -0.37 2.18
H -0.86 -1.63 1.54
H -3.78 -1.20 0.78
H -1.81 -3.25 -0.34
H -3.46 -2.99 -0.91
H -3.18 -3.58 0.73
H -4.18 0.65 -0.36
H -3.67 2.21 -2.21
H -1.72 1.88 -3.66
H -0.03 0.65 -4.37
H 1.85 -0.51 -2.27
H 1.65 1.21 -2.63
H 2.26 0.10 -3.86
H 0.20 -2.23 -3.37
H 0.74 -1.61 -4.93
H -0.98 -1.65 -4.55
I -0.31 1.62 5.64
C 0.57 -0.05 4.78
C 0.70 -1.24 5.47
C 1.29 -2.32 4.83
C 1.69 -2.17 3.52
N 1.55 -1.03 2.84
C 1.02 0.02 3.47
H 0.35 -1.32 6.49
H 1.43 -3.26 5.34
H 2.15 -3.00 2.99
H 0.95 0.94 2.90
O 2.40 -3.99 -0.44
C 2.10 -3.14 0.23
*
```

## Properties
⟨S²⟩ ... 8.792
Largest force on an atom ... 1.26 eV/A
DFT total energy ... -52259.609 eV
Relative energy (zero: lowest compared OMol25 entry of this formula, charge and spin) ... 4.82 kcal/mol



# 5
C34H37AlGeN3OSSb | ωB97M-V/def2-TZVPD

```
! RIJCOSX wB97M-V def2-TZVPD def2/J DEFGRID3
* xyz 4 1
Al 0.73 0.40 -0.55
C -0.20 2.75 1.53
C 0.15 3.23 0.15
C -0.07 4.55 -0.20
C 0.27 4.99 -1.47
C 0.84 4.08 -2.36
C 1.05 2.78 -1.96
N 0.70 2.36 -0.72
Sb 2.32 1.58 -3.25
C 3.42 1.03 -1.48
C 4.78 1.25 -1.51
C 5.57 0.84 -0.45
C 4.96 0.20 0.60
C 3.59 0.00 0.61
C 2.96 -0.70 1.76
N 2.80 0.44 -0.41
C 1.32 -0.34 -3.16
C 1.29 -1.07 -4.34
C 0.87 -2.39 -4.32
C 0.50 -2.96 -3.11
C 0.53 -2.19 -1.95
C 0.14 -2.77 -0.63
N 0.93 -0.90 -1.99
H -0.83 3.47 2.04
H -0.75 1.81 1.47
H 0.70 2.61 2.13
H -0.49 5.23 0.53
H 0.10 6.02 -1.76
H 1.14 4.41 -3.35
H 5.23 1.73 -2.37
H 6.64 1.00 -0.46
H 5.54 -0.18 1.44
H 3.70 -1.24 2.34
H 2.49 0.02 2.44
H 2.21 -1.42 1.43
H 1.61 -0.61 -5.27
H 0.85 -2.98 -5.23
H 0.20 -4.00 -3.05
H -0.34 -3.74 -0.75
H 1.02 -2.92 0.00
H -0.58 -2.12 -0.12
O -1.08 0.37 -0.85
S -2.58 0.36 -1.29
C -2.88 1.99 -2.02
C -2.63 1.86 -3.52
C -3.20 0.50 -3.90
C -2.61 -0.49 -2.89
H -2.25 2.70 -1.48
H -3.92 2.22 -1.80
H -1.55 1.90 -3.73
H -3.10 2.68 -4.06
H -2.94 0.20 -4.91
H -4.29 0.51 -3.83
H -1.57 -0.72 -3.11
H -3.18 -1.42 -2.78
Ge -0.55 -0.89 2.39
C -2.38 -0.69 2.05
C -3.08 -1.91 1.93
C -4.47 -1.88 1.82
C -5.13 -0.66 1.86
C -4.44 0.54 2.02
C -3.06 0.53 2.10
C 0.53 -1.75 3.64
C 1.25 -1.05 4.61
C 1.89 -1.78 5.60
C 1.82 -3.17 5.61
C 1.09 -3.85 4.65
C 0.44 -3.16 3.65
H 0.31 -0.22 1.17
H -2.58 -2.87 1.93
H -5.02 -2.80 1.74
H -6.21 -0.64 1.79
H -4.99 1.47 2.10
H -2.53 1.47 2.25
H 1.30 0.03 4.62
H 2.44 -1.26 6.38
H 2.33 -3.72 6.39
H 1.02 -4.93 4.69
H -0.12 -3.71 2.90
*
```

## Properties
Largest force on an atom ... 1.11 eV/A
DFT total energy ... -122824.925 eV
Relative energy (zero: lowest compared OMol25 entry of this formula, charge and spin) ... 114.36 kcal/mol



# 6
C7H6N4O2 | ωB97M-V/def2-TZVPD

```
! RIJCOSX wB97M-V def2-TZVPD def2/J DEFGRID3
* xyz 0 1
C -0.28 -2.12 -0.91
C 0.04 -0.06 -0.13
C 1.41 -0.03 -0.03
C 2.05 1.13 0.60
C 1.39 2.09 1.25
C 0.06 2.19 1.14
C -0.60 1.08 0.50
H -2.16 -1.44 -1.53
H -0.96 -4.01 -1.19
H 0.56 -2.51 -0.43
H 2.30 -0.85 -0.48
H 3.13 1.21 0.67
H 2.08 3.10 1.55
N -1.11 -3.06 -1.57
N -0.73 -0.93 -0.85
N -0.87 3.02 1.57
N -1.90 1.40 0.45
O -2.33 -2.68 -1.76
O -2.08 2.46 1.16
*
```

## Properties
Largest force on an atom ... 7.54 eV/A
DFT total energy ... -17404.370 eV
Relative energy (zero: lowest compared OMol25 entry of this formula, charge and spin) ... 126.60 kcal/mol



# 7
C38H48AsIrN2S3 | ωB97M-V/def2-TZVPD

```
! RIJCOSX wB97M-V def2-TZVPD def2/J DEFGRID3
* xyz 0 5
Ir 1.14 1.26 -0.12
C -2.67 4.21 1.74
C -1.57 3.84 2.72
S -0.14 2.88 2.14
C 1.10 4.11 1.70
C 0.95 4.83 0.37
S 0.56 3.81 -1.08
C -1.23 3.62 -1.04
C -2.09 4.86 -0.98
S -2.33 5.62 0.66
H -3.55 4.50 2.32
H -2.97 3.35 1.14
H -2.00 3.22 3.51
H -1.17 4.74 3.21
H 2.01 3.51 1.68
H 1.20 4.84 2.51
H 1.90 5.32 0.12
H 0.19 5.62 0.43
H -1.49 2.93 -0.24
H -1.44 3.09 -1.97
H -3.08 4.62 -1.38
H -1.68 5.67 -1.59
C -3.54 -2.60 4.61
C -2.63 -2.36 3.44
C -1.32 -1.94 3.63
C -0.47 -1.71 2.55
C 0.95 -1.27 2.86
C -0.94 -1.90 1.25
As 0.30 -1.33 -0.17
N -0.53 0.27 -0.63
C -1.93 0.45 -0.66
C -2.63 0.67 0.53
C -4.00 0.88 0.50
C -4.69 0.88 -0.70
C -4.00 0.65 -1.88
C -2.63 0.44 -1.86
C 0.12 -2.61 -1.67
C 0.19 -2.21 -3.00
C 0.45 -0.81 -3.50
C 0.10 -3.18 -4.00
C 0.00 -4.53 -3.72
C -0.11 -5.56 -4.81
C 0.05 -4.91 -2.39
C 0.13 -3.98 -1.36
C 0.27 -4.51 0.05
C -2.25 -2.34 1.04
C -2.86 -2.59 -0.31
C -3.07 -2.56 2.15
H -3.06 -2.35 5.56
H -3.85 -3.65 4.66
H -4.45 -2.00 4.53
H -0.95 -1.78 4.63
H 1.11 -1.27 3.93
H 1.15 -0.26 2.48
H 1.68 -1.93 2.40
H -2.09 0.66 1.46
H -4.54 1.04 1.43
H -5.76 1.05 -0.72
H -4.53 0.65 -2.83
H -2.09 0.26 -2.78
H 0.51 -0.06 -2.71
H -0.33 -0.49 -4.19
H 1.39 -0.80 -4.05
H 0.13 -2.86 -5.04
H -0.09 -5.09 -5.80
H -1.03 -6.13 -4.72
H 0.72 -6.27 -4.77
H 0.05 -5.97 -2.13
H 0.52 -5.57 0.01
H -0.63 -4.39 0.64
H 1.07 -4.00 0.58
H -2.23 -2.30 -1.14
H -3.81 -2.05 -0.40
H -3.08 -3.66 -0.43
H -4.09 -2.89 1.97
C 4.67 2.92 1.91
C 5.19 1.93 0.91
C 6.53 1.61 0.85
C 7.02 0.69 -0.07
C 6.14 0.09 -0.96
C 4.78 0.37 -0.94
C 3.86 -0.28 -1.92
C 4.29 1.29 0.02
N 2.96 1.56 0.09
H 5.50 3.42 2.42
H 4.05 2.44 2.66
H 4.07 3.69 1.42
H 7.21 2.11 1.54
H 8.07 0.46 -0.10
H 6.52 -0.61 -1.69
H 4.42 -0.73 -2.74
H 3.15 0.44 -2.34
H 3.26 -1.06 -1.45
*
```

## Properties
⟨S²⟩ ... 6.057
Largest force on an atom ... 0.52 eV/A
DFT total energy ... -139346.087 eV



# 8
C35H31N12SeTc | ωB97M-V/def2-TZVPD

```
! RIJCOSX wB97M-V def2-TZVPD def2/J DEFGRID3
* xyz 3 4
Tc -0.48 0.44 -0.74
C -2.66 -3.31 -1.61
C -2.35 -1.96 -1.51
N -1.13 -1.57 -1.14
C -0.20 -2.52 -0.89
C -0.56 -3.86 -0.97
N -1.78 -4.25 -1.32
C 1.16 -2.03 -0.60
C 2.29 -2.82 -0.48
C 3.54 -2.21 -0.29
C 3.58 -0.81 -0.23
C 2.41 -0.08 -0.33
N 1.23 -0.70 -0.52
C 2.29 1.39 -0.19
C 3.35 2.24 0.08
N 3.19 3.54 0.29
C 1.95 4.01 0.25
C 0.86 3.19 -0.02
N 1.03 1.89 -0.25
C 4.76 -3.01 -0.15
C 5.99 -2.53 -0.61
C 7.11 -3.33 -0.46
N 7.09 -4.53 0.11
C 5.92 -4.98 0.55
C 4.73 -4.26 0.44
H -3.65 -3.62 -1.92
H -3.07 -1.19 -1.75
H 0.15 -4.65 -0.75
H 2.23 -3.89 -0.57
H 4.52 -0.31 -0.06
H 4.37 1.86 0.13
H 1.81 5.07 0.43
H -0.15 3.58 -0.05
H 6.08 -1.57 -1.11
H 8.07 -2.99 -0.83
H 5.92 -5.95 1.03
H 3.82 -4.68 0.86
N 0.99 -1.00 -3.63
C 0.61 0.28 -3.78
N 1.07 0.93 -4.83
C 0.65 2.18 -5.01
N 1.12 2.89 -6.01
N -0.30 2.78 -4.21
C -0.65 2.08 -3.18
N -0.19 0.85 -2.82
C -1.68 2.66 -2.28
C -2.39 3.80 -2.63
C -3.36 4.28 -1.76
C -3.58 3.61 -0.57
C -2.83 2.48 -0.28
N -1.90 2.00 -1.12
H 1.49 -1.40 -4.41
H 0.40 -1.62 -3.10
H 1.79 2.48 -6.65
H 0.77 3.81 -6.18
H -2.17 4.29 -3.57
H -3.93 5.16 -2.01
H -4.32 3.95 0.14
H -2.95 1.95 0.66
C -5.54 0.96 5.50
C -4.39 0.78 4.57
C -3.08 1.04 4.97
C -2.00 0.87 4.13
C -0.62 1.14 4.64
C -2.26 0.42 2.78
Se -0.75 0.14 1.76
C -3.59 0.13 2.37
C -3.91 -0.45 1.02
C -4.62 0.32 3.26
H -5.22 1.34 6.47
H -6.06 0.01 5.65
H -6.26 1.66 5.08
H -2.90 1.39 5.98
H -0.67 1.52 5.66
H -0.10 1.88 4.03
H -0.01 0.24 4.65
H -3.11 -0.25 0.31
H -4.84 -0.05 0.63
H -4.02 -1.54 1.10
H -5.63 0.09 2.96
*
```

## Properties
⟨S²⟩ ... 3.782
Largest force on an atom ... 0.64 eV/A
DFT total energy ... -122203.618 eV
Relative energy (zero: lowest compared OMol25 entry of this formula, charge and spin) ... 0.00 kcal/mol